Record 1
C3H5NO3 | ωB97M-V/def2-TZVPD

Output
* E_HOMO: -0.3650 Eh
* LUMO: -4.274 eV

Each line ends with the natural charge from an NBO analysis.
Positions of all 12 atoms, in Å:
O 0.04871 1.91095 0.63368  -0.4198
O -1.60256 -1.06675 1.05302  -0.5446
H 1.65197 1.40974 -0.45987  0.2590
H 2.74211 -0.98402 0.90829  0.4843
O 1.92588 -0.68511 0.48486  -1.0523
C -2.02919 -0.49670 0.04362  0.4530
H 0.68931 -0.73495 -1.32245  0.2903
H 0.37488 0.00823 0.57426  0.5036
H -3.13902 -0.44724 -0.04675  0.1452
C 0.04385 -0.11570 -0.71135  0.0132
N -1.32233 0.01876 -0.97055  -0.3918
C 0.61641 1.18279 -0.18675  0.2599

Record 2
C4H2BeFLiO4 | ωB97M-V/def2-TZVPD

Output
* E_HOMO: -0.6844 Eh
* LUMO: -11.859 eV
* total charge: +2

Each line ends with the natural charge from an NBO analysis.
Positions of all 13 atoms, in Å:
C -0.42877 -2.47626 3.18421  -0.1788
O 2.33066 -2.65094 -3.47458  -0.3982
Be -0.50534 -3.55599 0.82805  1.7623
C 1.78586 -2.85252 -2.47188  1.0652
F 1.32115 -3.89228 2.40001  -0.3679
O -0.70877 -4.71777 2.97160  -0.5597
Li 1.17623 -5.89781 3.82018  0.9777
O -0.73837 -3.16868 4.43619  -0.4052
H 0.40373 -1.78729 3.35699  0.2879
O 1.24296 -3.06267 -1.46934  -0.6552
H -1.33089 -1.93883 2.87403  0.2477
C -0.85060 -4.44424 4.27458  0.5054
C -0.07528 -3.61438 2.25972  -0.2812

Record 3
C3HNO2 | ωB97M-V/def2-TZVPD

Output
* E_HOMO (spin up / spin down): -0.3262 / -0.3260 Eh
* LUMO (spin up / spin down): -1.422 / -1.429 eV
* SMILES: O=C=C=O.C#N

Each line ends with the natural charge from an NBO analysis.
Positions of all 7 atoms, in Å:
C -1.54519 0.94396 0.83734  0.4155
C 1.45923 -1.15198 -1.72931  0.0874
C -0.65394 0.77698 1.73731  0.3580
O -2.40487 1.30348 0.12280  -0.3853
O 0.22589 0.31132 2.41742  -0.3885
N 1.00407 -0.24176 -1.15379  -0.3130
H 1.91481 -1.94200 -2.23177  0.2258

Record 4
C5H8BrF | ωB97M-V/def2-TZVPD

Output
* E_HOMO (spin up / spin down): -0.2764 / -0.3306 Eh
* LUMO (spin up / spin down): 0.627 / -1.360 eV
* expectation value of S²: 2.047
* spin multiplicity: 3

Each line ends with the natural charge from an NBO analysis.
Positions of all 15 atoms, in Å:
H -1.79670 -2.27218 -1.36070  0.2369
C 1.48942 1.81994 0.72810  -0.6252
C -1.52240 -2.30701 -0.32270  -0.7844
F -2.50830 -0.24467 0.31346  -0.3695
H 1.24065 2.84381 1.20075  0.2173
H -2.22149 -2.83987 0.20272  0.2313
C 0.51255 -0.01697 -0.72544  -0.0092
C -1.36265 -0.99903 0.34045  0.4799
H 1.43665 1.09974 1.54075  0.2228
H -0.62334 -2.84957 -0.23168  0.2371
C 0.51280 1.41987 -0.46404  -0.6040
H 2.58205 2.07998 0.47311  0.2228
H 0.68331 1.79322 -1.47062  0.2389
Br 2.01831 -1.00595 -0.17318  0.0584
H -0.44086 1.47869 -0.05099  0.2468

Record 5
C7H18BrO2PSi | ωB97M-V/def2-TZVPD

Output
* E_HOMO: -0.3367 Eh
* LUMO: 0.718 eV
* SMILES: C[Si](C)(C)OP(O)Br.C=C(C)C

Each line ends with the natural charge from an NBO analysis.
Positions of all 30 atoms, in Å:
H -1.80586 -1.87704 0.68835  0.2411
H -4.63021 -0.08545 1.50120  0.2370
H 3.69305 1.17202 -1.72555  0.2203
H -3.98014 -0.09831 -2.89465  0.2605
P -0.18203 0.68066 0.33813  1.3890
H -3.25706 0.89296 2.08613  0.2581
Br 0.28702 2.81370 -0.35638  -0.3608
H -5.07617 0.43117 -1.63687  0.2335
H 1.44617 0.23649 -1.12872  0.5219
H 2.49410 -1.83852 0.84068  0.2453
H -4.42879 1.61902 0.95858  0.2440
O 0.81938 -0.18768 -0.57822  -1.0308
H 4.89492 0.61304 1.89604  0.2157
C -3.94899 0.44559 -1.89967  -1.1272
H 4.51048 2.00446 0.63997  0.2173
H -3.61954 -2.20030 0.65972  0.2348
H 3.31930 -0.63223 -1.70385  0.1910
H -2.47643 -2.41012 -0.76573  0.2464
C -2.71699 -1.82478 0.12252  -1.1325
Si -3.07673 -0.01000 -0.27870  1.8802
H 4.08822 -1.45266 1.68606  0.2112
C 3.56062 -1.38313 0.79766  -0.6693
H 3.40029 1.19941 1.87745  0.2224
C 3.65638 0.27341 -1.18138  -0.4980
H -3.60563 1.39452 -2.07718  0.2396
O -1.52928 0.67707 -0.46817  -1.1904
C 4.23997 0.98287 1.18282  -0.6552
H 4.03022 -2.14229 0.09268  0.2222
C 3.79423 -0.03154 0.12375  0.0821
C -3.90052 0.73763 1.20335  -1.1494

Record 6
C28H28BF32NO9 | ωB97M-V/def2-TZVPD

Output
* E_HOMO: -0.3411 Eh
* LUMO: -0.960 eV
* SMILES: CCOC1=C(B(O)N(C)C)C(=O)OC1=O.FC(F)C(F)(F)COC(F)(F)C(F)F.FC(F)C(F)(F)COC(F)(F)C(F)F.FC(F)C(F)(F)COC(F)(F)C(F)F.FC(F)C(F)(F)COC(F)(F)C(F)F

Each line ends with the Löwdin charge.
Positions of all 99 atoms, in Å:
H -3.03983 2.93763 1.93485  0.1350
F -7.02772 0.53601 -5.06432  0.0941
C 2.54004 5.17989 1.32535  -0.4308
H -0.67391 2.90602 -3.58042  0.0872
O 4.24778 -0.47771 -0.24183  0.0547
O -1.19687 -1.10049 1.51222  0.1262
F -0.85573 -4.48356 4.15355  0.0964
H -3.09098 1.93700 -1.35686  0.0900
O 2.82976 2.92067 2.38214  0.0610
C 3.78834 5.91101 0.81898  -0.3059
O -1.20777 2.27156 2.60049  0.0057
H -5.85483 -2.07254 -1.68356  0.1773
H -3.25511 4.56612 3.61120  0.0781
H 5.94487 -0.36309 0.78052  0.1492
C -8.83501 -0.99142 -4.85676  -0.4435
C -8.08532 -2.32320 -4.98952  -0.0398
F -0.19626 -6.33426 2.12264  0.1387
O -0.12902 3.24755 -0.48341  0.1325
O 0.14722 -0.99353 -0.29241  0.1769
H 7.51181 0.19763 -2.41552  0.1724
H 1.46818 3.40841 1.01605  0.1189
F -9.06712 -0.70816 -3.56200  0.1416
F 7.72674 -1.69634 -2.99929  0.1013
F 3.63586 -5.35788 4.75999  0.1359
H -7.56935 -2.38864 -5.94798  0.1483
H 1.97730 -4.83846 1.26893  0.1498
H 5.85566 0.82793 -0.50201  0.1452
F 1.78280 -4.22630 4.83276  0.1538
H 3.07262 3.30390 0.34501  0.1435
F 5.94981 -2.39574 -1.11392  0.1424
F -6.40490 -0.37725 -2.58129  0.1017
F -5.21238 -3.47135 -3.69796  0.1448
F 1.52663 5.63761 0.52332  0.0949
H 2.28884 -7.48508 5.00054  0.1742
C -0.99348 -4.22658 2.83577  -0.3020
H -0.71184 3.95731 -0.76761  0.1198
C -2.54767 1.55179 -2.22995  -0.0417
B -0.66188 1.98587 -0.71076  -0.5402
C -1.16466 1.20813 1.81418  -0.1490
C 1.51619 -4.70105 2.24613  -0.0371
C -5.94123 -2.33851 -3.83676  -0.5499
C 2.31708 -5.39329 4.43859  -0.5496
C 4.09725 2.55198 2.69168  -0.5453
H -1.59854 5.18410 3.34095  0.0768
C 0.03229 -5.01080 2.01203  -0.4390
F -0.21427 -4.64925 0.71592  0.0992
C -0.63331 -0.44933 0.41255  -0.3658
F 3.58173 -1.84309 -2.57838  0.1022
F 4.87765 5.53971 1.52108  0.0969
H -0.88933 -3.15624 2.65636  0.1494
F 7.68283 -1.27824 -0.36024  0.0986
F 2.26325 5.56433 2.58746  0.1387
H -2.78757 2.20263 -3.07987  0.0925
C -0.29455 1.97496 -3.13343  -0.0700
F -10.04327 -1.18997 -5.46888  0.0976
H -8.87256 -3.07579 -4.99343  0.1505
C 3.39120 0.03414 -1.16307  -0.5298
C 6.51144 -1.17401 -1.06164  -0.4413
F 0.43202 -6.75771 4.89949  0.1038
F 4.97427 2.82130 1.70337  0.1437
F -2.23366 -4.61484 2.46126  0.1010
C -2.08011 3.37100 2.23103  -0.1748
F 3.61115 7.24008 0.98302  0.0999
C -2.21400 4.28816 3.44130  -0.0447
H -1.61444 3.89548 1.39137  0.1080
O -7.25356 -2.69569 -3.90874  0.0551
C -8.24410 0.23580 -5.56231  -0.3079
C 1.72543 -6.57717 5.22183  -0.2876
C -0.88220 1.01704 0.51084  0.1098
F 4.10454 1.20251 2.86560  0.1319
H 2.06635 -1.69252 -1.27740  0.1520
N -1.09646 1.52138 -2.00079  -0.0978
F -4.34939 -1.12418 -2.60489  0.0826
O -2.46830 -0.29705 3.19184  0.2114
H -0.29295 1.20668 -3.91561  0.0933
H -8.16480 0.05949 -6.63786  0.1727
C -5.65208 -1.49381 -2.58562  -0.2738
C 2.50910 3.65321 1.21053  -0.0370
H 0.74377 2.10787 -2.82424  0.0826
H -2.95743 0.56188 -2.44518  0.0670
C 2.66936 -1.07882 -1.94346  -0.2809
O 2.22746 -5.58248 3.09352  0.0538
H 1.65718 -3.65657 2.52650  0.1481
C 4.56375 3.14468 4.03091  -0.2851
H -1.87214 3.75246 4.33250  0.0876
C 6.94353 -0.73469 -2.46540  -0.3080
F 3.98633 0.90997 -1.99597  0.1472
F 5.87234 -0.56769 -3.26699  0.0960
F 4.51150 4.48865 3.99427  0.1040
H 3.94911 5.70370 -0.24202  0.1731
H 3.93262 2.77346 4.83977  0.1757
F 1.80526 -6.30507 6.54316  0.0989
F -5.51296 -1.72306 -4.95142  0.1532
C 5.63535 -0.21080 -0.25219  -0.0419
F 1.87975 -0.49641 -2.87460  0.0992
F 2.43813 0.74007 -0.48815  0.1295
F 5.84448 2.76971 4.24497  0.0997
C -1.64366 -0.11957 2.36785  -0.3561
F -9.05941 1.29079 -5.35025  0.1012

Record 7
C2H5NO | ωB97M-V/def2-TZVPD

Output
* E_HOMO: -0.3561 Eh
* LUMO: 0.934 eV
* SMILES: C=N.C=O

Each line ends with the natural charge from an NBO analysis.
Positions of all 9 atoms, in Å:
H 1.52963 -1.47679 0.18596  0.1053
N -1.04063 -0.43350 0.15362  -0.6090
H -0.60875 1.34386 -0.74796  0.1598
H -2.38568 1.07878 -0.25380  0.1544
H -1.89198 -0.98301 0.29960  0.3403
O 2.68997 -0.02435 0.93917  -0.5122
C -1.37307 0.69068 -0.33730  -0.0371
H 1.24980 0.22096 -0.45439  0.0933
C 1.83073 -0.41663 0.21511  0.3052

Record 8
C26H46BFO10P3S2 | ωB97M-V/def2-TZVPD

Output
* E_HOMO: -0.1428 Eh
* LUMO: 1.463 eV
* total charge: -1

Each line ends with the Löwdin charge.
Positions of all 89 atoms, in Å:
P -0.78720 0.66893 4.07093  0.3854
H -1.23364 3.39204 1.04457  0.0728
C -0.21984 2.29633 4.90326  -0.3583
C -1.32831 -5.49653 0.81595  -0.1807
H -1.05124 2.54797 5.68670  0.0419
C -0.09533 3.42137 0.88205  -0.1324
C 2.49830 2.35064 5.00773  -0.1833
H -0.17982 -4.66362 -2.69086  0.0836
H 1.51531 1.85804 1.01600  0.0928
H 1.26406 2.83923 2.56967  0.0584
H 1.88552 -0.90386 -4.36760  0.1093
H -1.77692 -1.20748 6.27949  -0.1039
O 0.72668 -0.21236 4.29604  -0.3193
C 1.64944 -1.91247 2.50612  -0.0233
P -1.62013 0.23129 6.09433  0.6980
H -0.45509 1.06611 -8.56926  0.1106
C -0.58653 1.90220 -7.87805  -0.2295
F 3.63112 1.87982 5.80913  -0.1446
C 2.13438 -1.74816 1.28086  0.1012
O -3.64165 2.19067 7.60347  -0.2910
H 1.10879 1.16440 6.46621  0.0882
H 0.72968 -4.41150 3.12895  0.1031
C 2.44599 1.21401 -4.24031  -0.2449
C -0.41529 -4.60147 3.16103  -0.1972
H 1.96606 1.89757 -1.38631  0.0904
H -1.99557 2.87538 -9.22003  0.1170
O 1.00406 -0.48787 -1.82704  -0.3020
H 3.63091 -0.60025 -4.11164  0.1081
H 2.55034 -1.53516 0.21634  0.0124
C -0.87150 -2.01975 3.70998  -0.3167
H 1.24296 -2.18593 4.64708  0.1369
H 4.29180 1.87410 -3.33943  0.1168
S 2.40725 -0.31011 -2.11522  0.6602
O -4.22523 1.72533 5.08300  -0.4498
H 1.38700 1.48679 -4.20421  0.1081
O -4.72454 -0.29873 6.68419  -0.2971
O -1.61355 -0.78128 3.48205  -0.3572
H -0.19350 4.66790 -9.82713  0.1152
H -0.96050 -2.89823 1.64549  0.1219
H 0.20857 3.01156 -10.28161  0.1179
C -0.88062 -4.84942 -1.78559  -0.0685
H -1.00881 -2.54078 4.74694  0.1099
H -2.03297 1.35389 3.70602  0.0278
H -0.69942 -4.79625 4.27690  0.1144
C 0.70878 -1.59368 3.80647  -0.2720
C -2.90762 -5.28393 0.69003  -0.0383
C 0.02720 3.67448 -9.42868  -0.2209
O 3.42790 -1.16776 -1.54856  -0.3533
H -2.87124 -4.23126 -2.88561  0.0728
H 2.81615 1.43008 -5.24369  0.0861
C 0.70381 2.26641 1.74753  -0.1665
P -3.63290 1.01461 6.32234  0.4192
B -0.28308 1.07937 2.26651  -0.4370
H -1.58023 0.63837 0.76312  0.0951
C -3.46532 -4.82114 -0.70265  -0.0752
H 2.64305 3.45497 4.66158  0.1208
C -2.42694 -4.60270 -1.88339  -0.1019
H 0.16690 3.35435 -0.24238  0.0560
H 1.06925 3.00314 6.59795  0.1048
H 0.24259 4.48996 1.21075  0.0702
O -0.82271 0.19189 1.20799  -0.0125
C 2.61831 -0.25672 -3.88534  -0.2243
C -1.13426 3.12749 -8.59721  -0.2245
C 3.21548 1.99149 -3.17141  -0.2071
H 1.34616 4.65223 -7.99353  0.1075
C -0.76460 -5.92202 2.27435  -0.1873
O 1.96878 1.33675 -7.58018  -0.3252
C -1.19392 -3.26464 2.70890  -0.1466
H -0.17469 3.21015 4.20674  0.0885
C 1.13367 2.12791 5.82476  -0.2318
H 3.67241 1.44259 -1.10941  0.1095
C -0.30909 -5.31793 -0.36405  -0.0217
H -1.47911 -6.62168 2.85489  0.1038
H 0.82482 -5.51878 -0.20581  0.1000
C 2.83909 1.39880 -1.81255  -0.2170
H -4.49750 2.69988 7.56800  0.0638
H -1.19591 1.59478 -7.02800  0.1138
C 1.26272 3.70355 -8.52764  -0.2238
H -2.33320 -3.48866 2.82669  0.1213
H 0.23743 -6.51341 2.18725  0.1065
H -1.45243 3.87963 -7.86741  0.1222
H 2.17690 3.51293 -9.09196  0.1049
H -3.53546 -5.45135 1.64483  0.0969
H 2.99252 3.06073 -3.21045  0.1169
H -5.47168 -0.20696 6.03238  0.0589
H 2.49322 1.69142 4.05277  0.1091
S 1.03026 2.40593 -7.31851  0.6724
H -4.59725 -4.63487 -0.78191  0.0786
O 0.89464 3.01229 -6.01442  -0.3150

Relative energy (zero: lowest compared OMol25 entry of this formula, charge and spin)
In order: 227.4; 54.4; 50.7; 57.0; 33.1; 0.0; 57.7; 0.0
Unit: kcal per mole